1.
Density functional theory data (wB97M-V/def2-TZVPD) for a 2-piece molecular cluster, C6H13NO overall in a non-equilibrium geometry.

Last column: Löwdin charge in e.
Geometry (Å):
C1 1.179 1.496 0.917  -0.0458
N1 2.444 0.531 -1.644  0.0433
C2 1.648 -0.241 -0.781  -0.1857
C3 0.943 0.132 0.282  -0.3197
C4 -0.093 -0.776 0.813  -0.0943
C5 -0.980 -1.277 -0.048  -0.1977
C6 -2.152 -2.107 0.350  -0.1048
H1 0.258 2.109 0.928  0.0681
H2 2.013 2.022 0.470  0.0636
H3 1.318 1.372 1.992  0.0766
H4 2.201 1.511 -1.627  0.0699
H5 2.523 0.210 -2.597  0.0762
H6 1.670 -1.287 -1.103  0.1202
H7 -0.273 -0.754 1.885  0.1185
H8 -0.931 -1.025 -1.100  0.1056
H9 -2.340 -1.988 1.430  0.0817
H10 -1.936 -3.182 0.262  0.0766
H11 -3.020 -1.908 -0.238  0.0568
H12 -3.055 1.519 0.057  0.0293
H13 -1.664 1.031 -0.241  0.0101
O1 -2.144 1.690 0.277  -0.0483

* ΔE to the lowest compared entry with this formula, charge and spin: 44.7 kcal/mol
* frontier orbital gap: 8.522 eV
* SMILES: C/C=C/C(C)=C/N.O
* DFT total energy: -366.36261 a.u.
* E_HOMO: -7.636 eV

---

2.
Density functional theory data (wB97M-V/def2-TZVPD) for the molecule C5H11NO2S in a non-equilibrium geometry.

Last column: Löwdin charge in e.
Geometry (Å):
C1 1.631 -0.596 -0.248  -0.4718
C2 2.060 0.792 0.311  -0.3427
C3 0.166 -0.815 0.355  -0.2751
C4 -0.879 0.089 0.014  -0.6203
C5 -3.479 0.684 0.053  -0.5467
H1 2.534 -1.807 0.965  0.1642
H2 2.664 -2.388 -0.917  0.1841
H3 1.482 -0.234 -1.325  0.1671
H4 0.447 -1.231 1.440  0.1603
H5 0.049 -1.868 -0.086  0.1294
H6 -0.551 1.092 0.118  0.0669
H7 -0.950 0.065 -1.152  0.1336
H8 -4.590 0.192 -0.210  0.1128
H9 -3.489 1.681 0.673  0.0721
H10 -3.020 0.989 -0.937  0.0335
H11 1.404 2.678 -0.256  0.2226
N1 2.648 -1.491 -0.142  0.0039
O1 3.004 1.005 1.227  -0.0039
O2 1.265 1.623 -0.461  -0.0212
S1 -2.395 -0.458 0.578  0.8312

* ΔE to the lowest compared entry with this formula, charge and spin: 110.8 kcal/mol
* frontier orbital gap: 8.760 eV
* SMILES: CSCC[C@H](N)C(=O)O
* DFT total energy: -800.38108 a.u.
* E_HOMO: -8.341 eV

---

3.
Density functional theory data (wB97M-V/def2-TZVPD) for C12H22N4Ru as an isolated structure in a non-equilibrium geometry.

Last column: Löwdin spin population.
Geometry (Å):
Ru1 -0.859 -0.637 -0.383  3.2964
N1 -1.670 0.977 -1.868  0.0901
C1 -1.021 0.794 -3.180  0.0092
C2 0.459 0.426 -3.004  0.0103
N2 0.676 -0.738 -2.122  0.1189
C3 0.517 -2.075 -2.730  0.0124
C4 -0.943 -2.532 -2.798  0.0125
N3 -1.574 -2.382 -1.475  0.0738
H1 -2.687 0.953 -1.974  0.0068
H2 -1.435 1.904 -1.498  0.0041
H3 -1.074 1.714 -3.773  0.0021
H4 -1.547 0.024 -3.745  0.0001
H5 0.970 1.283 -2.554  0.0002
H6 0.898 0.254 -3.994  0.0028
H7 1.639 -0.679 -1.786  0.0029
H8 1.071 -2.781 -2.101  0.0014
H9 0.945 -2.098 -3.739  0.0027
H10 -0.965 -3.576 -3.131  0.0017
H11 -1.505 -1.954 -3.532  0.0003
H12 -1.301 -3.178 -0.882  0.0131
H13 -2.593 -2.428 -1.565  0.0062
C5 -1.020 -0.852 3.883  -0.0015
C6 -0.054 0.241 3.639  -0.0169
C7 0.549 0.956 4.648  0.0009
C8 1.496 1.937 4.385  -0.0478
C9 1.848 2.235 3.058  -0.0032
C10 1.309 1.555 2.001  0.0053
C11 1.641 1.810 0.570  0.0048
C12 0.314 0.525 2.248  0.0383
N4 -0.189 -0.130 1.276  0.3509
H14 -1.282 -0.907 4.936  0.0001
H15 -0.609 -1.818 3.578  -0.0008
H16 -1.919 -0.688 3.283  -0.0008
H17 0.257 0.758 5.670  0.0013
H18 1.949 2.488 5.191  -0.0022
H19 2.552 3.030 2.866  0.0009
H20 2.246 2.704 0.453  0.0003
H21 0.718 1.924 -0.016  0.0033
H22 2.193 0.957 0.167  -0.0009

* ⟨S²⟩: 6.1307
* frontier orbital gap (spin up / spin down): 6.194 / 6.510 eV
* spin multiplicity: 5
* DFT total energy: -783.70845 a.u.
* E_HOMO (spin up / spin down): -14.532 / -15.095 eV
* total charge: +2

---

4.
Density functional theory data (wB97M-V/def2-TZVPD) for a 14-piece molecular cluster, C22H72N8O14 overall in a non-equilibrium geometry.

Last column: Löwdin charge in e.
Geometry (Å):
C1 -3.252 2.689 -2.484  -0.0525
C2 -2.538 4.018 -2.565  -0.3123
O1 -1.220 4.091 -2.101  -0.0690
H1 -2.754 1.934 -3.114  0.0803
H2 -4.360 2.741 -2.672  0.1185
H3 -3.162 2.447 -1.465  0.0155
H4 -3.155 4.724 -2.010  0.1205
H5 -2.638 4.440 -3.517  0.0999
H6 -1.024 5.009 -2.119  0.0892
C3 -0.313 -0.973 -0.168  -0.0333
C4 -0.069 0.505 0.162  -0.2365
O2 -1.173 1.277 -0.274  -0.1024
H7 -1.184 -1.242 0.266  0.0169
H8 0.399 -1.668 0.104  0.0189
H9 -0.472 -1.297 -1.208  0.0688
H10 0.695 0.898 -0.298  0.0217
H11 0.038 0.673 1.214  0.0896
H12 -1.159 2.089 0.285  0.0522
C5 -0.557 0.021 -3.556  -0.0592
C6 0.406 1.243 -3.437  -0.2867
O3 1.593 0.910 -4.046  -0.0506
H13 -0.003 -0.777 -3.169  0.0265
H14 -0.903 -0.184 -4.540  0.0734
H15 -1.438 0.215 -2.984  0.0389
H16 0.561 1.460 -2.378  0.0752
H17 0.140 2.052 -4.067  0.1069
H18 1.774 1.531 -4.719  0.0705
C7 1.878 -0.978 2.877  -0.0823
C8 3.024 -0.246 2.317  -0.3548
O4 3.749 0.390 3.273  -0.0205
H19 1.141 -1.355 2.103  0.0800
H20 1.467 -0.439 3.660  0.0475
H21 2.243 -1.866 3.408  0.0782
H22 2.752 0.491 1.462  0.1392
H23 3.535 -0.976 1.811  0.0662
H24 4.447 -0.182 3.411  0.0777
C9 -1.578 -0.622 3.524  -0.0882
C10 -1.352 0.868 3.561  -0.2608
O5 -2.213 1.470 2.591  -0.0739
H25 -2.552 -1.039 3.804  0.0900
H26 -0.850 -1.118 4.159  0.0774
H27 -1.379 -0.979 2.573  0.0114
H28 -0.297 1.000 3.264  0.0834
H29 -1.378 1.232 4.558  0.1053
H30 -1.852 2.264 2.272  0.0019
C11 -0.338 -3.858 2.327  -0.0443
C12 -0.986 -5.149 2.899  -0.3562
O6 -0.409 -5.609 4.020  -0.0473
H31 -1.096 -3.261 1.825  0.0610
H32 0.298 -3.986 1.491  0.0303
H33 0.034 -3.152 3.056  0.0611
H34 -1.088 -5.988 2.196  0.1155
H35 -2.020 -4.923 3.077  0.0991
H36 -1.054 -6.239 4.360  0.0984
C13 1.883 3.413 -1.023  -0.0971
C14 2.227 4.667 -1.772  -0.3127
O7 1.608 5.725 -1.144  -0.0882
H37 2.191 2.629 -1.676  0.0551
H38 0.865 3.212 -0.829  0.0328
H39 2.495 3.351 -0.118  0.0899
H40 1.902 4.571 -2.824  0.1237
H41 3.339 4.789 -1.749  0.1319
H42 1.987 5.887 -0.275  0.1002
C15 2.901 -0.721 -1.240  -0.0794
C16 3.237 -1.368 -2.561  -0.3098
O8 3.754 -2.610 -2.222  -0.0741
H43 2.444 0.225 -1.443  0.0423
H44 3.762 -0.337 -0.643  0.0922
H45 2.361 -1.360 -0.521  0.0611
H46 3.987 -0.837 -3.208  0.1346
H47 2.312 -1.619 -3.092  0.0973
H48 4.335 -2.395 -1.531  0.0460
C17 -2.823 -3.354 -4.804  -0.7076
O9 -2.222 -3.554 -5.970  -0.0748
N1 -2.239 -2.653 -3.836  0.1349
N2 -3.981 -3.751 -4.475  0.1537
H49 -1.323 -2.180 -4.078  0.0993
H50 -2.293 -2.927 -2.823  0.1282
H51 -4.309 -4.592 -4.969  0.1349
H52 -4.383 -3.817 -3.523  0.1371
C18 1.425 2.920 3.571  -0.6216
O10 1.415 2.851 2.193  -0.1238
N3 0.509 3.614 4.233  0.1341
N4 2.349 2.412 4.297  0.1891
H53 -0.306 3.890 3.618  0.0080
H54 0.713 3.962 5.213  0.1411
H55 3.008 1.847 3.832  0.0489
H56 2.543 2.517 5.263  0.1152
C19 -3.880 -1.027 -0.033  -0.6562
O11 -4.490 -2.273 -0.074  -0.1688
N5 -3.578 -0.511 1.147  0.1544
N6 -3.726 -0.202 -1.012  0.1628
H57 -3.735 -1.275 1.805  0.1093
H58 -2.896 0.266 1.333  0.0879
H59 -3.968 -0.466 -2.054  0.1806
H60 -3.145 0.577 -0.796  0.0425
C20 -1.163 4.359 1.298  -0.5542
O12 -1.317 4.323 2.696  -0.1124
N7 -1.975 3.798 0.481  0.1545
N8 -0.170 4.907 0.695  0.1956
H61 -2.929 3.518 0.863  0.1841
H62 -1.890 3.679 -0.538  0.0650
H63 0.555 5.258 1.282  0.1168
H64 0.102 4.842 -0.332  0.0991
C21 3.130 -3.827 1.466  -0.1834
O13 3.471 -3.664 2.801  -0.1325
H65 2.470 -4.610 1.540  0.0434
H66 4.016 -4.012 0.799  0.1046
H67 2.521 -2.880 1.170  0.0812
H68 3.566 -4.594 3.105  0.1083
C22 1.005 -3.973 -1.829  -0.1218
O14 0.959 -4.831 -3.007  -0.1031
H69 0.861 -2.957 -2.217  0.0537
H70 1.944 -4.025 -1.282  0.0715
H71 0.191 -4.136 -1.264  0.0325
H72 0.095 -5.254 -2.981  0.0659

* ΔE to the lowest compared entry with this formula, charge and spin: 53.8 kcal/mol
* frontier orbital gap: 9.045 eV
* DFT total energy: -2372.55853 a.u.
* E_HOMO: -8.910 eV

---

5.
Density functional theory data (wB97M-V/def2-TZVPD) for C2H2I2O as an isolated structure in a non-equilibrium geometry.

Last column: Löwdin charge in e.
Geometry (Å):
C1 -0.754 0.353 -0.683  -0.4040
C2 0.196 -0.162 0.541  -1.0645
O1 -0.394 1.244 -1.384  -0.0028
I1 0.494 -2.321 0.237  0.6926
I2 2.094 0.965 0.389  0.7066
H1 -1.632 -0.199 -0.706  0.0748
H2 -0.005 0.120 1.606  -0.0028

* ΔE to the lowest compared entry with this formula, charge and spin: 14.4 kcal/mol
* frontier orbital gap: 8.843 eV
* DFT total energy: -747.99038 a.u.
* E_HOMO: -9.474 eV

---

6.
Density functional theory data (wB97M-V/def2-TZVPD) for C59H47CdI4N8O2S as an isolated structure in a non-equilibrium geometry.

Last column: Löwdin charge in e.
Geometry (Å):
Cd1 0.915 -0.317 -0.527  1.3286
I1 -4.925 6.740 -3.508  0.7948
C1 -3.586 5.119 -3.223  -0.7122
C2 -2.998 4.495 -4.295  -0.1705
C3 -2.137 3.466 -4.083  -0.0098
C4 -1.764 3.171 -2.752  -0.2281
C5 -2.321 3.826 -1.673  -0.0238
C6 -3.324 4.724 -1.922  -0.1579
C7 -0.912 2.035 -2.444  -0.1580
C8 0.420 2.271 -2.247  -0.3411
C9 1.036 3.482 -2.532  -0.0194
C10 2.374 3.356 -2.403  0.0357
C11 2.571 1.957 -1.983  -0.2613
C12 3.787 1.367 -1.729  -0.0714
C13 5.019 2.240 -2.007  -0.2083
C14 5.646 2.884 -0.966  -0.0266
C15 6.737 3.760 -1.159  -0.1032
C16 7.197 3.941 -2.492  -0.7676
I2 8.707 5.247 -3.026  0.8462
C17 6.556 3.315 -3.551  -0.1837
C18 5.485 2.457 -3.306  -0.0244
C19 4.069 0.032 -1.342  -0.2352
N1 3.037 -0.865 -1.117  0.0312
C20 3.607 -2.102 -0.779  -0.2238
C21 2.837 -3.284 -0.481  -0.0363
C22 3.661 -4.486 -0.047  -0.1520
C23 4.456 -4.622 1.121  -0.0126
C24 5.187 -5.799 1.322  -0.1650
C25 5.386 -6.769 0.368  -0.7306
I3 6.751 -8.339 0.672  0.8151
C26 4.628 -6.630 -0.826  -0.1251
C27 3.767 -5.537 -1.008  -0.0334
C28 1.436 -3.425 -0.578  -0.2244
C29 0.765 -4.672 -0.522  -0.0280
C30 -0.526 -4.445 -0.507  -0.0072
C31 -0.660 -3.045 -0.652  -0.3198
N2 0.452 -2.477 -0.674  0.0500
C32 -1.932 -2.399 -0.900  -0.0202
C33 -2.038 -1.204 -1.568  -0.2602
C34 -3.327 -0.643 -1.893  -0.0107
C35 -3.114 0.621 -2.331  0.0274
C36 -1.616 0.826 -2.296  -0.2356
N3 -1.029 -0.291 -1.827  0.0259
C37 -3.175 -3.245 -0.515  -0.1865
C38 -3.392 -3.480 0.822  -0.0348
C39 -4.466 -4.188 1.306  -0.1394
C40 -5.431 -4.700 0.416  -0.6886
I4 -6.810 -6.164 1.142  0.7714
C41 -5.205 -4.489 -0.946  -0.1537
C42 -4.108 -3.754 -1.417  -0.0466
C43 5.013 -1.921 -0.813  -0.0485
C44 5.313 -0.657 -1.171  -0.0210
N4 1.351 1.394 -1.870  0.0122
H1 -3.335 4.722 -5.295  0.0931
H2 -1.796 2.935 -4.966  0.1274
H3 -1.965 3.514 -0.673  0.0930
H4 -3.800 5.308 -1.126  0.0918
H5 0.484 4.376 -2.864  0.1262
H6 3.183 4.049 -2.594  0.1089
H7 5.153 2.759 -0.011  0.1111
H8 7.018 4.361 -0.293  0.1000
H9 7.056 3.506 -4.520  0.0772
H10 5.081 1.927 -4.158  0.1204
H11 4.431 -3.882 1.858  0.0912
H12 5.729 -5.882 2.229  0.0776
H13 4.724 -7.332 -1.638  0.0872
H14 3.254 -5.417 -1.946  0.1172
H15 1.331 -5.572 -0.521  0.0981
H16 -1.265 -5.173 -0.643  0.1026
H17 -4.234 -1.210 -1.744  0.0997
H18 -3.896 1.327 -2.523  0.0740
H19 -2.668 -3.117 1.485  0.1016
H20 -4.606 -4.240 2.371  0.0902
H21 -5.947 -4.910 -1.652  0.0984
H22 -3.836 -3.785 -2.514  0.1436
H23 5.768 -2.668 -0.574  0.1095
H24 6.296 -0.187 -1.266  0.1135
C45 -2.172 4.102 2.637  -0.0998
C46 -0.701 3.750 2.865  -0.2366
N5 -0.591 2.337 3.286  -0.1420
C47 -0.464 2.134 4.710  -0.2118
C48 0.961 2.349 5.228  -0.0702
C49 -0.395 1.338 2.439  -0.7847
S1 -0.559 1.619 0.809  0.7491
N6 -0.162 0.139 3.010  0.0659
C50 0.813 -0.646 2.641  -0.5041
O1 1.749 -0.408 1.843  -0.1236
C51 0.607 -2.094 3.167  -0.1120
C52 1.645 -3.032 3.004  -0.0186
C53 1.404 -4.361 3.392  -0.0687
C54 0.145 -4.655 3.913  -0.1166
C55 -0.813 -3.714 4.201  -0.1002
C56 -0.590 -2.385 3.840  -0.0288
H25 -2.346 5.089 2.172  0.0749
H26 -2.646 4.233 3.640  0.0744
H27 -2.625 3.327 2.045  0.0415
H28 -0.327 4.364 3.694  0.1156
H29 -0.184 3.870 1.894  0.0827
H30 -0.676 1.079 4.923  0.1047
H31 -1.286 2.802 5.205  0.1444
H32 1.594 1.479 5.087  0.0723
H33 0.921 2.630 6.264  0.0598
H34 1.529 3.101 4.718  0.0626
H35 2.595 -2.717 2.685  0.0807
H36 2.165 -5.101 3.310  0.0845
H37 -0.068 -5.717 4.159  0.1070
H38 -1.707 -4.034 4.690  0.0886
H39 -1.242 -1.539 3.955  0.0954
O2 3.157 2.161 1.733  -0.1074
H40 2.547 2.229 0.973  0.0034
H41 3.025 1.190 1.968  0.0359
C57 -6.388 2.509 0.245  -0.0291
N7 -7.005 3.150 -0.937  -0.2118
C58 -6.877 2.625 -2.288  -0.0406
C59 -8.130 3.803 -0.595  -0.3443
N8 -9.081 4.266 -0.170  0.1365
H42 -6.941 1.673 0.581  0.0703
H43 -6.460 3.258 1.049  0.1000
H44 -5.406 2.168 0.041  0.0694
H45 -6.914 3.462 -3.006  0.0917
H46 -7.693 1.883 -2.447  0.0978
H47 -5.934 2.103 -2.256  0.0560

* ΔE to the lowest compared entry with this formula, charge and spin: 1.7 kcal/mol
* frontier orbital gap (spin up / spin down): 5.550 / 5.548 eV
* DFT total energy: -4621.77972 a.u.
* E_HOMO (spin up / spin down): -4.460 / -4.459 eV
* total charge: -1